Formula: C9H14S
Source: OMol25
Level of theory: wB97M-V/def2-TZVPD

Atoms and positions in Å:
C (0.97, 2.20, -2.20)
C (1.82, -0.02, -1.33)
C (1.23, 1.22, -1.11)
C (1.99, -0.97, -0.30)
C (1.55, -0.65, 0.98)
C (0.69, 1.48, 0.16)
C (0.80, 0.46, 1.11)
H (2.18, -0.05, -2.28)
H (2.40, -1.99, -0.67)
H (0.71, 1.76, -3.19)
H (1.75, 2.91, -2.65)
H (1.92, -1.26, 1.75)
H (0.20, 2.42, 0.37)
H (0.40, 0.69, 2.17)
H (0.06, 2.78, -2.04)
C (-1.91, -1.58, 1.43)
C (-2.70, -0.30, 1.00)
S (-1.40, -2.42, -0.12)
H (-0.99, -1.24, 1.93)
H (-2.53, -2.18, 2.08)
H (-2.53, 0.41, 1.79)
H (-0.46, -3.18, 0.17)
H (-3.81, -0.42, 1.01)
H (-2.34, -0.07, -0.06)

Its strongest force on any atom is 4.67 eV/Å. As for the SMILES: Cc1ccccc1.CCS. As for the spin multiplicity: 1. The relative energy (zero: lowest compared OMol25 entry of this formula, charge and spin) is 37.2 kcal per mole. For the LUMO energy, the calculation gives 0.87 eV. Its HOMO-LUMO gap is 9.58 eV.

These are the natural (NBO) partial charges, in e, on atoms 1 to 5: atom 1 (C): -0.6587, atom 2 (C): -0.2167, atom 3 (C): -0.0108, atom 4 (C): -0.1828, atom 5 (C): -0.2520

***

Formula: C9H14S
Source: OMol25
Level of theory: wB97M-V/def2-TZVPD

Atoms and positions in Å:
C (2.02, -0.46, 2.51)
C (1.39, 1.52, 1.07)
C (1.73, 0.19, 1.19)
C (0.94, 2.01, -0.16)
C (0.97, 1.22, -1.30)
C (1.73, -0.61, 0.03)
C (1.37, -0.12, -1.21)
H (1.31, 2.16, 1.92)
H (0.60, 3.03, -0.27)
H (2.22, -1.52, 2.37)
H (1.11, -0.46, 3.11)
H (0.59, 1.59, -2.24)
H (2.02, -1.64, 0.17)
H (1.57, -0.72, -2.08)
H (2.83, -0.05, 3.11)
C (-1.98, -0.67, -1.43)
C (-2.56, -0.47, -0.03)
S (-3.14, -1.13, -2.67)
H (-1.57, 0.27, -1.82)
H (-1.10, -1.34, -1.38)
H (-1.79, -0.55, 0.74)
H (-3.96, -1.90, -1.91)
H (-3.52, -0.95, 0.13)
H (-2.78, 0.60, 0.14)

Its strongest force on any atom is 1.81 eV/Å. The expectation value of S² is 0.754. As for the total charge: +1. As for the spin multiplicity: 2. The relative energy (zero: lowest compared OMol25 entry of this formula, charge and spin) is 24.0 kcal per mole. For the LUMO energy (alpha / beta), the calculation gives -3.55 / -8.98 eV. Its HOMO-LUMO gap (alpha / beta) is 8.67 / 3.06 eV.

These are the natural (NBO) partial charges, in e, on atoms 1 to 5: atom 1 (C): -0.6383, atom 2 (C): -0.2066, atom 3 (C): 0.0034, atom 4 (C): -0.1808, atom 5 (C): -0.2437

***

Formula: C9H14S2
Source: OMol25
Level of theory: wB97M-V/def2-TZVPD

Atoms and positions in Å:
C (-1.79, 1.45, 0.03)
C (-1.68, 2.55, 0.64)
C (-2.44, 0.31, -0.51)
C (-1.77, -0.93, 0.07)
C (2.90, 0.75, 0.90)
C (2.70, 1.42, -0.46)
C (-0.40, -1.28, -0.59)
C (0.67, -0.21, -0.25)
C (-0.05, -2.69, -0.12)
S (1.27, -0.07, 1.40)
S (1.84, 0.15, -1.47)
H (-0.77, 2.90, 0.91)
H (-2.40, 3.27, 1.05)
H (-3.63, 0.37, -0.29)
H (-2.31, 0.26, -1.56)
H (-1.69, -0.96, 1.19)
H (-2.38, -1.85, -0.37)
H (3.52, -0.13, 0.83)
H (3.25, 1.37, 1.60)
H (1.99, 2.19, -0.17)
H (3.55, 1.62, -1.05)
H (-0.60, -1.38, -1.67)
H (-0.39, -3.40, -0.91)
H (-0.53, -3.02, 0.88)
H (1.13, -2.70, -0.09)

Its strongest force on any atom is 4.50 eV/Å. As for the spin multiplicity: 1. The relative energy (zero: lowest compared OMol25 entry of this formula, charge and spin) is 129.7 kcal per mole. For the LUMO energy (alpha / beta), the calculation gives 0.47 / 0.63 eV. Its HOMO-LUMO gap (alpha / beta) is 7.62 / 7.12 eV.

These are the natural (NBO) partial charges, in e, on atoms 1 to 5: atom 1 (C): 0.1766, atom 2 (C): -0.5240, atom 3 (C): -0.5212, atom 4 (C): -0.3610, atom 5 (C): -0.4707

***

Formula: C9H15BClFN3O
Source: OMol25
Level of theory: wB97M-V/def2-TZVPD

Atoms and positions in Å:
C (3.40, 1.20, 0.25)
C (2.13, 1.48, -0.61)
C (1.32, 0.24, -0.76)
N (1.73, -0.60, -1.71)
N (1.21, -1.77, -2.03)
C (0.17, -2.13, -1.32)
Cl (-0.48, -3.66, -1.70)
C (-0.40, -1.35, -0.28)
B (-1.69, -1.92, 0.51)
N (-1.61, -2.31, 1.91)
O (-2.84, -2.03, -0.20)
C (0.20, -0.15, 0.00)
C (-0.35, 0.75, 1.08)
C (-1.79, 1.24, 0.82)
C (-2.11, 1.51, -0.63)
F (-1.34, 2.59, -1.08)
H (3.51, 1.94, 1.04)
H (4.29, 1.17, -0.38)
H (3.33, 0.23, 0.74)
H (1.53, 2.26, -0.14)
H (2.44, 1.83, -1.59)
H (2.52, -0.34, -2.28)
H (-0.70, -2.72, 2.12)
H (-1.64, -1.49, 2.52)
H (-3.25, -2.90, -0.08)
H (-0.31, 0.22, 2.03)
H (0.28, 1.62, 1.22)
H (-1.94, 2.16, 1.38)
H (-2.53, 0.52, 1.19)
H (-3.17, 1.77, -0.73)
H (-1.94, 0.66, -1.28)

Its strongest force on any atom is 0.93 eV/Å. As for the total charge: +1. As for the SMILES: CCc1[nH+]nc(Cl)c(B(N)O)c1CCCF. As for the spin multiplicity: 1. The relative energy (zero: lowest compared OMol25 entry of this formula, charge and spin) is 0.0 kcal per mole. For the LUMO energy, the calculation gives -4.87 eV. Its HOMO-LUMO gap is 8.81 eV.

These are the natural (NBO) partial charges, in e, on atoms 1 to 5: atom 1 (C): -0.6088, atom 2 (C): -0.4656, atom 3 (C): 0.3157, atom 4 (N): -0.2332, atom 5 (N): -0.1651

***

Formula: C9H15BrF5O3S2
Source: OMol25
Level of theory: wB97M-V/def2-TZVPD

Atoms and positions in Å:
C (-2.36, -2.82, 0.82)
C (-2.94, -1.60, 0.09)
C (-1.98, -0.42, -0.07)
Br (-1.59, 0.35, 1.67)
S (-0.41, -0.97, -0.86)
C (0.90, 0.24, -0.54)
C (1.71, -0.08, 0.71)
C (3.02, 0.73, 0.74)
C (2.84, 2.23, 0.99)
S (2.29, 2.63, 2.66)
O (3.17, 3.60, 3.22)
O (1.96, 1.40, 3.34)
O (0.92, 3.39, 2.38)
C (-0.69, -0.51, -2.65)
F (-0.86, 0.81, -2.74)
F (0.44, -0.87, -3.26)
C (-1.89, -1.24, -3.32)
F (-3.02, -0.66, -2.95)
F (-1.92, -2.51, -2.94)
F (-1.75, -1.16, -4.62)
H (-1.52, -2.55, 1.47)
H (-2.03, -3.58, 0.11)
H (-3.13, -3.26, 1.45)
H (-3.79, -1.18, 0.64)
H (-3.33, -1.88, -0.89)
H (-2.39, 0.41, -0.65)
H (1.54, 0.13, -1.43)
H (0.45, 1.24, -0.57)
H (1.95, -1.15, 0.74)
H (1.15, 0.14, 1.61)
H (3.53, 0.63, -0.23)
H (3.66, 0.30, 1.52)
H (3.78, 2.76, 0.88)
H (2.12, 2.70, 0.31)
H (0.19, 2.75, 2.35)

Its strongest force on any atom is 0.81 eV/Å. As for the total charge: +1. As for the spin multiplicity: 1. For the LUMO energy, the calculation gives -4.04 eV. Its HOMO-LUMO gap is 10.20 eV.

These are the natural (NBO) partial charges, in e, on atoms 1 to 5: atom 1 (C): -0.6361, atom 2 (C): -0.4601, atom 3 (C): -0.3905, atom 4 (Br): 0.1095, atom 5 (S): 0.8091

***

Formula: C9H15BrN4
Source: OMol25
Level of theory: wB97M-V/def2-TZVPD

Atoms and positions in Å:
C (4.50, -1.24, -0.15)
C (3.13, -1.19, -0.57)
C (2.60, 0.04, -0.26)
C (-3.52, -0.33, 1.84)
C (-2.46, -1.32, 2.17)
C (-2.28, -0.53, 0.88)
C (-2.76, -1.29, -0.43)
C (3.77, 1.97, 1.05)
C (-1.16, 0.42, 0.64)
N (4.73, -0.03, 0.37)
N (3.67, 0.74, 0.30)
N (0.08, 1.83, -0.71)
N (-0.89, 0.96, -0.53)
Br (2.20, -2.47, -1.58)
H (5.16, -2.07, -0.17)
H (-4.40, -0.79, 1.48)
H (-3.75, 0.55, 2.45)
H (-1.95, -1.13, 3.03)
H (-2.75, -2.44, 2.10)
H (-3.54, -1.93, -0.12)
H (-1.93, -1.96, -0.99)
H (-3.18, -0.61, -1.21)
H (3.04, 2.62, 0.73)
H (3.60, 1.83, 2.09)
H (4.69, 2.43, 0.88)
H (-0.70, 0.86, 1.54)
H (1.65, 0.58, -0.43)
H (0.17, 2.04, -1.71)
H (-1.18, 0.30, -1.31)

Its strongest force on any atom is 3.64 eV/Å. As for the spin multiplicity: 1. The relative energy (zero: lowest compared OMol25 entry of this formula, charge and spin) is 29.1 kcal per mole. For the LUMO energy (alpha / beta), the calculation gives 0.63 / 0.63 eV. Its HOMO-LUMO gap (alpha / beta) is 8.30 / 8.30 eV.

These are the natural (NBO) partial charges, in e, on atoms 1 to 5: atom 1 (C): -0.0939, atom 2 (C): -0.2155, atom 3 (C): -0.1112, atom 4 (C): -0.4055, atom 5 (C): -0.4001